(1)
{"formula": "C28H28CoN2Si", "method": "ωB97M-V/def2-TZVPD", "species": ["C", "C", "C", "H", "C", "C", "H", "H", "H", "H", "Co", "C", "H", "H", "H", "Si", "C", "C", "H", "C", "H", "C", "H", "C", "H", "C", "H", "C", "C", "H", "C", "H", "C", "H", "C", "H", "C", "H", "H", "H", "C", "C", "C", "C", "N", "C", "C", "C", "C", "C", "C", "N", "H", "H", "H", "H", "H", "H", "H", "H"], "coordinates": [[-1.041, 0.490, -1.231], [0.179, -0.081, -1.702], [0.166, -1.479, -1.389], [0.966, 0.434, -2.253], [-1.077, -1.773, -0.727], [-1.820, -0.551, -0.626], [-2.810, -0.441, -0.190], [-1.350, 1.517, -1.393], [0.945, -2.190, -1.684], [-1.422, -2.757, -0.399], [-0.058, -0.406, 0.238], [4.751, 1.577, 0.327], [4.805, 0.555, 0.730], [5.055, 2.326, 1.055], [5.420, 1.689, -0.549], [3.404, 1.917, -0.775], [2.714, 3.583, -1.137], [1.769, 3.655, -2.179], [1.643, 2.814, -2.864], [0.930, 4.775, -2.278], [0.214, 4.842, -3.112], [0.998, 5.788, -1.306], [0.321, 6.655, -1.377], [1.899, 5.684, -0.242], [1.953, 6.470, 0.520], [2.722, 4.550, -0.119], [3.303, 4.381, 0.785], [3.791, 0.726, -2.208], [4.045, 1.257, -3.469], [4.083, 2.340, -3.612], [4.254, 0.412, -4.573], [4.420, 0.841, -5.564], [4.256, -0.981, -4.405], [4.445, -1.648, -5.259], [4.034, -1.528, -3.123], [4.038, -2.623, -2.989], [3.818, -0.673, -2.031], [3.678, -1.109, -1.038], [2.025, 1.269, -0.601], [3.100, 1.973, 0.738], [2.070, -3.247, 2.443], [2.235, -2.602, 3.668], [1.692, -1.331, 3.837], [1.006, -0.742, 2.783], [0.815, -1.401, 1.586], [1.356, -2.643, 1.413], [0.530, 0.621, 2.760], [0.613, 1.539, 3.806], [0.197, 2.849, 3.601], [-0.303, 3.207, 2.346], [-0.423, 2.255, 1.339], [-0.002, 0.975, 1.537], [2.493, -4.226, 2.252], [2.797, -3.065, 4.474], [1.797, -0.747, 4.748], [1.212, -3.098, 0.430], [0.993, 1.184, 4.764], [0.244, 3.576, 4.407], [-0.634, 4.215, 2.127], [-0.876, 2.470, 0.366]], "atomic_forces_ev_per_a": [[-0.98, -0.14, -2.28], [-0.77, -0.11, -1.85], [-0.39, -0.70, -1.89], [-0.26, -0.20, 0.35], [-0.64, -0.81, -1.36], [-0.88, 0.07, -1.26], [0.34, 0.00, -0.05], [0.08, -0.21, 0.12], [-0.37, 0.39, 0.24], [0.23, 0.47, -0.03], [1.94, 0.59, 3.80], [3.40, -0.04, 0.62], [-0.09, 0.43, -0.30], [-0.10, -0.13, 0.12], [1.03, -0.40, 0.58], [-3.57, -1.59, -2.27], [-0.26, 0.19, 0.20], [-0.04, 0.87, 0.29], [0.19, 0.34, -0.01], [0.04, -0.20, 0.06], [0.34, 0.00, 0.55], [-0.01, 0.02, -0.26], [0.50, -0.49, 0.03], [0.04, -0.23, 0.23], [-0.14, -0.33, -0.31], [-0.51, 0.44, -0.88], [0.15, 0.27, -0.23], [0.45, 0.33, -0.13], [0.01, -0.45, -0.70], [-0.09, -0.31, -0.01], [0.04, -0.37, 0.20], [0.01, -0.14, 0.29], [-0.09, 0.18, 0.32], [-0.17, 0.41, 0.45], [0.09, 0.28, -0.09], [0.05, 0.69, -0.04], [-0.04, -0.05, -0.60], [-0.08, 0.13, -0.21], [0.23, -0.19, 0.43], [-1.36, 0.34, 2.01], [-0.04, -0.18, -0.26], [-0.19, 0.18, -0.26], [-0.19, 0.25, -0.19], [0.53, -2.01, -1.16], [2.17, -2.06, 2.53], [-0.32, 1.38, 1.03], [-1.09, 1.97, -1.21], [0.06, -0.63, -0.11], [-0.14, -0.07, -0.42], [-0.11, 0.00, -0.08], [0.52, -1.06, 0.80], [0.03, 2.86, 2.48], [0.03, 0.07, 0.18], [-0.10, 0.01, -0.16], [0.16, -0.41, -0.06], [0.02, 0.10, 0.45], [-0.11, 0.39, -0.22], [0.03, -0.13, -0.18], [0.06, -0.03, 0.17], [0.37, 0.00, 0.51]], "mulliken_spin": [0.04, 0.11, 0.00, 0.02, 0.07, 0.07, 0.01, 0.00, 0.00, 0.01, 2.51, 0.22, -0.01, 0.02, 0.03, -0.17, -0.03, -0.01, 0.00, 0.01, 0.00, 0.00, 0.00, 0.02, 0.00, 0.05, 0.01, 0.05, 0.01, 0.00, 0.01, 0.00, 0.00, 0.00, 0.00, 0.00, 0.02, 0.00, 0.15, 0.63, 0.00, 0.01, 0.00, -0.01, 0.02, 0.04, 0.04, -0.02, 0.01, -0.01, 0.04, 0.04, 0.00, 0.00, 0.00, 0.00, 0.00, 0.00, 0.00, 0.00], "e_homo_ev": [-9.8, -11.2], "orbital_gap_ev": [6.0227, 7.0132], "spin_multiplicity": 5, "fmax_ev_per_a": 4.5, "total_charge": 1, "e_tot_ev": -77964.12332, "e_lumo_ha": [-0.1386, -0.1534], "e_above_lowest_kcal_mol": 0.00, "s_squared": 6.02}

=====

(2)
{"formula": "C28H28CuF8N5O5S2", "method": "ωB97M-V/def2-TZVPD", "species": ["Cu", "C", "N", "C", "C", "O", "C", "O", "C", "C", "O", "N", "C", "C", "H", "H", "H", "H", "H", "H", "H", "H", "H", "H", "H", "H", "H", "H", "H", "H", "F", "C", "F", "F", "C", "C", "C", "C", "C", "C", "C", "C", "H", "H", "H", "H", "N", "C", "C", "C", "C", "C", "C", "S", "O", "O", "N", "C", "S", "C", "C", "N", "H", "H", "H", "H", "H", "H", "H", "H", "F", "C", "F", "C", "F", "F", "F"], "coordinates": [[0.378, 0.465, -1.220], [4.693, -2.066, -1.303], [3.621, -2.202, -2.282], [3.967, -2.042, -3.683], [2.325, -2.390, -1.947], [1.444, -2.589, -2.777], [1.989, -2.354, -0.458], [0.711, -1.779, -0.238], [-0.398, -2.571, -0.575], [-1.256, -1.885, -1.633], [-0.931, -0.817, -2.133], [-2.413, -2.497, -1.975], [-3.284, -1.890, -2.971], [-2.859, -3.769, -1.447], [5.632, -2.310, -1.793], [4.559, -2.752, -0.467], [4.765, -1.058, -0.895], [4.395, -2.959, -4.100], [4.689, -1.232, -3.777], [3.072, -1.793, -4.243], [2.675, -1.727, 0.101], [2.031, -3.374, -0.059], [-0.995, -2.716, 0.329], [-0.096, -3.545, -0.961], [-2.762, -1.067, -3.446], [-4.194, -1.507, -2.500], [-3.554, -2.637, -3.722], [-2.282, -4.070, -0.578], [-2.783, -4.556, -2.205], [-3.906, -3.691, -1.146], [-8.164, -0.322, -0.708], [-7.753, 0.953, -0.462], [-8.421, 1.751, -1.325], [-8.247, 1.247, 0.775], [-6.286, 1.104, -0.554], [-5.707, 2.217, -1.184], [-4.346, 2.385, -1.209], [-3.479, 1.451, -0.553], [-4.094, 0.288, 0.035], [-5.454, 0.136, 0.039], [-2.126, 1.637, -0.435], [-0.871, 1.777, -0.292], [-6.350, 2.944, -1.663], [-3.902, 3.240, -1.703], [-3.445, -0.458, 0.480], [-5.904, -0.742, 0.488], [1.172, 1.639, 6.554], [1.942, 1.326, 5.427], [2.505, 2.345, 4.657], [3.238, 2.043, 3.527], [3.442, 0.717, 3.171], [2.933, -0.308, 3.954], [2.189, -0.004, 5.081], [4.245, 0.344, 1.648], [4.630, -1.054, 1.717], [5.315, 1.300, 1.461], [3.048, 0.527, 0.620], [3.210, 0.982, -0.617], [4.701, 1.730, -1.242], [3.958, 1.937, -2.793], [2.697, 1.472, -2.756], [2.263, 0.929, -1.561], [0.715, 2.534, 6.507], [0.539, 0.910, 6.836], [2.329, 3.381, 4.933], [3.643, 2.829, 2.900], [3.126, -1.333, 3.661], [1.779, -0.799, 5.698], [4.481, 2.403, -3.615], [2.005, 1.477, -3.589], [-0.112, 1.545, 1.909], [-0.292, 2.452, 0.903], [0.923, 3.009, 0.653], [-1.135, 3.593, 1.530], [-0.405, 4.294, 2.421], [-2.199, 3.100, 2.180], [-1.568, 4.454, 0.598]], "atomic_forces_ev_per_a": [[0.04, 0.42, 0.12], [-0.09, -0.01, 0.05], [-0.02, 0.00, -0.06], [0.00, -0.05, 0.10], [0.07, 0.02, -0.06], [0.00, -0.01, 0.05], [-0.16, 0.16, -0.08], [-0.05, -0.23, -0.06], [0.11, 0.10, 0.00], [-0.11, -0.08, -0.05], [-0.16, -0.18, -0.12], [-0.04, -0.02, -0.08], [0.02, -0.02, 0.08], [-0.02, 0.02, -0.03], [0.04, -0.04, -0.01], [0.03, 0.01, -0.02], [0.03, -0.08, -0.11], [0.02, 0.01, 0.02], [0.01, 0.02, -0.01], [-0.05, 0.01, -0.02], [0.05, 0.04, 0.07], [0.00, -0.04, 0.04], [-0.06, 0.00, 0.06], [0.03, -0.07, 0.00], [0.01, 0.01, 0.01], [0.02, -0.01, 0.00], [0.01, 0.01, 0.01], [-0.02, 0.01, -0.03], [0.01, 0.01, 0.01], [0.02, 0.02, 0.02], [-0.03, 0.13, 0.03], [-0.01, -0.01, -0.01], [-0.01, -0.10, 0.08], [-0.03, -0.04, -0.10], [0.07, 0.02, -0.04], [0.04, -0.06, -0.03], [0.07, -0.01, 0.02], [0.09, -0.26, 0.01], [0.05, 0.12, -0.04], [0.07, 0.00, -0.08], [-0.29, 0.12, -0.06], [-0.07, -0.10, 0.39], [0.03, 0.02, 0.00], [-0.05, -0.01, 0.04], [-0.09, 0.04, 0.04], [0.04, 0.01, 0.04], [0.22, -0.03, 0.01], [-0.02, -0.09, 0.01], [-0.08, 0.08, 0.01], [0.02, 0.00, -0.08], [-0.10, -0.03, -0.02], [0.03, 0.09, -0.01], [-0.03, 0.04, 0.07], [-0.25, -0.20, 0.01], [0.03, 0.04, 0.05], [0.14, 0.13, -0.08], [-0.18, -0.11, -0.18], [0.28, 0.29, -0.40], [-0.11, 0.04, 0.02], [0.05, -0.01, 0.09], [-0.22, -0.16, -0.02], [0.73, 0.06, 0.22], [-0.05, 0.04, -0.02], [-0.08, -0.04, -0.01], [0.01, -0.06, -0.03], [-0.04, -0.05, 0.06], [-0.05, 0.05, 0.03], [0.01, 0.04, -0.05], [-0.10, -0.08, 0.07], [0.04, 0.03, 0.07], [0.14, 0.00, 0.09], [-0.08, 0.05, 0.01], [0.08, 0.02, -0.11], [0.07, -0.08, 0.04], [-0.20, -0.08, -0.07], [0.08, 0.16, -0.13], [0.03, -0.04, 0.14]], "mulliken_spin": [0.08, 0.00, 0.00, 0.00, 0.00, 0.00, 0.00, 0.00, 0.00, 0.00, 0.01, 0.00, 0.00, 0.00, 0.00, 0.00, 0.00, 0.00, 0.00, 0.00, 0.00, 0.00, 0.00, 0.00, 0.00, 0.00, 0.00, 0.00, 0.00, 0.00, 0.01, -0.01, 0.00, 0.01, 0.25, -0.06, 0.19, 0.01, 0.20, -0.10, 0.06, 0.29, 0.00, 0.02, 0.03, 0.00, 0.00, 0.00, 0.00, 0.00, 0.00, 0.00, 0.00, 0.00, 0.00, 0.00, 0.01, 0.00, 0.00, 0.00, 0.01, 0.00, 0.00, 0.00, 0.00, 0.00, 0.00, 0.00, 0.00, 0.00, 0.01, -0.04, 0.00, 0.02, 0.00, 0.00, 0.00], "e_homo_ev": [-3.1, -4.6], "orbital_gap_ev": [5.4686, 6.9125], "spin_multiplicity": 2, "fmax_ev_per_a": 0.8, "total_charge": -1, "e_tot_ev": -135230.44552, "e_lumo_ha": [0.0865, 0.0859], "e_above_lowest_kcal_mol": 0.00, "s_squared": 0.78}

=====

What is the formula in the second record?
C28H28CuF8N5O5S2